{"formula": "C2H3NO2S", "method": "the ωB97M-V functional and the def2-TZVPD basis", "symbols": ["S", "O", "O", "N", "C", "C", "H", "H", "H"], "coordinates": [[0.766, -0.107, -2.032], [-1.139, -0.466, 1.688], [0.303, 0.162, 3.355], [-0.766, 0.416, -1.596], [1.379, -0.095, -0.563], [-0.404, -0.150, 2.537], [-1.679, 0.034, -2.051], [-0.863, 0.303, -0.649], [2.401, -0.096, -0.689]], "forces_ev_per_angstrom": [[-0.661, 0.345, 0.626], [0.087, 0.067, 0.347], [2.284, 0.977, 2.701], [-3.247, -0.467, -4.192], [-1.327, 0.265, 0.145], [-2.407, -1.044, -3.128], [2.562, 0.633, 0.549], [-0.067, -0.193, 3.029], [2.777, -0.582, -0.077]], "nbo_charge": [0.713, -0.547, -0.491, -1.015, -0.626, 1.038, 0.383, 0.392, 0.152], "orbital_gap_ev": 9.3, "largest_force_ev_per_a": 5.3, "multiplicity": 1, "relative_energy_kj_mol": 289.9}

=====

{"formula": "C2H3NO2S2", "method": "the ωB97M-V functional and the def2-TZVPD basis", "symbols": ["S", "S", "O", "O", "N", "C", "C", "H", "H", "H"], "coordinates": [[2.107, -0.349, 0.065], [0.850, 1.699, 0.870], [1.008, -0.838, -0.752], [2.444, -1.131, 1.209], [-1.927, -0.397, 0.206], [-0.125, 1.627, -0.365], [-1.869, -1.548, 0.184], [-1.707, -2.573, 0.260], [-1.067, 2.149, -0.375], [0.286, 1.360, -1.303]], "forces_ev_per_angstrom": [[0.774, -0.716, -2.114], [-0.074, 0.527, 1.996], [0.395, -0.058, 0.340], [-0.191, -0.254, 1.054], [-0.288, -1.264, -0.178], [-0.285, 1.689, -0.443], [0.119, 2.414, 0.253], [0.052, -1.157, -0.085], [-0.374, -0.173, 0.111], [-0.129, -1.008, -0.933]], "nbo_charge": [1.599, 0.163, -0.934, -0.890, -0.347, -0.382, 0.131, 0.230, 0.218, 0.212], "orbital_gap_ev": 7.9, "largest_force_ev_per_a": 2.4, "multiplicity": 1, "relative_energy_kj_mol": 247.0}

=====

{"formula": "C2H3NO3", "method": "the ωB97M-V functional and the def2-TZVPD basis", "symbols": ["O", "O", "O", "N", "C", "C", "H", "H", "H"], "coordinates": [[0.928, 0.080, 1.178], [-1.268, 0.351, 0.762], [0.444, 0.919, -0.981], [-0.207, -2.182, -1.185], [-0.080, -1.340, -0.380], [-0.085, -0.115, 0.371], [1.643, 0.261, 0.400], [-1.235, 0.921, 1.603], [-0.140, 1.106, -1.768]], "forces_ev_per_angstrom": [[3.136, 0.732, -1.955], [-0.582, 0.167, 1.846], [-0.572, -0.785, 1.011], [0.533, 1.731, 2.270], [-1.359, -2.785, -2.972], [-0.706, 3.185, -2.497], [-1.423, -0.256, 2.698], [0.501, -1.191, -1.891], [0.473, -0.798, 1.490]], "nbo_charge": [-0.666, -0.649, -0.910, -0.234, 0.177, 0.731, 0.544, 0.521, 0.486], "orbital_gap_ev": 11.2, "largest_force_ev_per_a": 4.3, "multiplicity": 1, "relative_energy_kj_mol": 328.6}

=====

{"formula": "C2H3NO3", "method": "the ωB97M-V functional and the def2-TZVPD basis", "symbols": ["O", "O", "O", "N", "C", "C", "H", "H", "H"], "coordinates": [[-0.697, -1.186, 0.168], [-3.442, -0.959, -0.359], [-4.786, 0.602, 0.045], [-3.696, 0.214, 0.250], [0.274, -0.548, 0.020], [1.112, 0.258, -0.457], [1.414, 1.229, 0.110], [1.856, -0.134, -1.037], [-2.820, -1.513, 0.150]], "forces_ev_per_angstrom": [[1.080, -0.159, 0.838], [-0.927, -1.752, -0.986], [0.284, -0.133, -0.536], [0.201, 0.890, 1.539], [-4.449, -2.050, 0.109], [2.660, 4.936, 1.899], [-0.916, -1.871, -1.078], [1.758, -0.911, -1.699], [0.309, 1.050, -0.086]], "nbo_charge": [-0.501, -0.558, -0.281, 0.338, 0.711, -0.744, 0.275, 0.259, 0.503], "orbital_gap_ev": 10.6, "largest_force_ev_per_a": 5.9, "multiplicity": 1, "relative_energy_kj_mol": 521.1, "smiles": "C=C=O.O=NO"}

=====

{"formula": "C2H3NO3", "method": "the ωB97M-V functional and the def2-TZVPD basis", "symbols": ["O", "O", "O", "N", "C", "C", "H", "H", "H"], "coordinates": [[0.037, 1.494, 0.473], [0.660, -0.877, 0.976], [0.970, 0.149, -1.184], [-2.023, -1.219, -0.393], [0.087, 0.260, -0.109], [-1.203, -0.456, -0.325], [0.556, -0.600, -1.637], [0.874, 1.963, 0.454], [0.042, -0.714, 1.745]], "forces_ev_per_angstrom": [[-1.091, -1.105, -0.572], [-1.770, 2.943, -0.793], [-1.927, 0.090, 1.052], [-2.783, -2.083, -0.481], [2.376, -2.119, 2.204], [2.839, 3.064, 0.418], [0.863, -0.073, -0.615], [0.461, -0.309, -0.238], [1.032, -0.408, -0.975]], "nbo_charge": [-0.672, -0.755, -0.651, -0.250, 0.689, 0.171, 0.496, 0.512, 0.461], "orbital_gap_ev": 11.5, "largest_force_ev_per_a": 4.2, "multiplicity": 1, "relative_energy_kj_mol": 263.7, "smiles": "N#CC(O)(O)O"}

=====

{"formula": "C2H3NO3", "method": "the ωB97M-V functional and the def2-TZVPD basis", "symbols": ["O", "O", "O", "N", "C", "C", "H", "H", "H"], "coordinates": [[-0.083, -0.357, -1.600], [-1.253, -0.710, 1.476], [0.740, 1.431, -0.513], [1.081, -0.739, 0.728], [0.399, 0.115, -0.337], [-0.145, -0.438, 0.838], [-0.940, 0.118, -1.622], [1.203, 1.574, -1.316], [-1.001, -0.994, 2.346]], "forces_ev_per_angstrom": [[-0.121, 0.084, 1.625], [-2.286, -0.896, -0.224], [-0.300, -0.663, 2.506], [5.571, -1.125, -2.054], [0.046, 0.867, -2.807], [-3.981, 2.403, 2.233], [0.411, -0.411, -0.575], [0.665, -0.037, -1.572], [-0.007, -0.222, 0.867]], "nbo_charge": [-0.676, -0.653, -0.642, -0.315, 0.600, 0.215, 0.485, 0.489, 0.498], "orbital_gap_ev": [5.4, 7.8], "largest_force_ev_per_a": 6.0, "multiplicity": 3, "relative_energy_kj_mol": 451.4, "s2": 2.01}